## a
8
Properties=species:S:1:pos:R:3 method="wB97M-V/def2-TZVPD" smiles="C1=CO1.O=C=O" homo_ev=-8.538 multiplicity=1 charge=0 homo_lumo_gap_ha=0.3447
C -0.69470 0.55795 2.86392
C -0.54460 -0.03100 -0.31091
C 0.61979 0.35368 0.10227
O -1.32480 1.48066 3.04866
O -0.01965 -0.30579 2.57318
O -0.82878 1.00936 0.40606
H -1.25519 -0.75467 -0.68597
H 1.45842 0.95501 -0.07488

***

## b
8
Properties=species:S:1:pos:R:3 method="wB97M-V/def2-TZVPD" smiles="O=CC(=O)C=O" homo_ev=-9.441 multiplicity=1 charge=0 homo_lumo_gap_ha=0.2957
O -2.13799 0.11280 0.75242
C -0.95062 0.15193 0.65736
C -0.03361 0.48306 -0.70730
O -0.29141 1.22572 -1.61347
C 1.15157 -0.36032 -0.32681
O 1.52888 -0.25682 0.82910
H -0.12565 -0.07006 1.40147
H 1.35114 -1.26659 -0.91863

***

## c
8
Properties=species:S:1:pos:R:3 method="wB97M-V/def2-TZVPD" smiles="O=CC(=O)C=O" homo_ev=-10.049 multiplicity=1 charge=0 homo_lumo_gap_ha=0.3252
O -1.91722 -0.06864 0.99202
C -0.87850 0.51301 0.81620
C -0.09235 0.31463 -0.48286
O -0.30330 0.96823 -1.47474
C 0.98274 -0.76819 -0.46295
O 1.25309 -1.35164 0.55595
H -0.46101 1.23047 1.54930
H 1.48812 -0.94056 -1.43198

***

## d
8
Properties=species:S:1:pos:R:3 method="wB97M-V/def2-TZVPD" homo_ev=-9.552 multiplicity=1 charge=0 homo_lumo_gap_ha=0.3757
C -3.78314 0.22034 0.05443
C 0.08124 -0.36398 -0.02421
C -1.20697 -0.77638 -0.63229
O -4.85261 -0.14539 -0.12593
O -2.69277 0.54324 0.28326
O -0.76535 -1.45360 0.38819
H 1.05442 -0.51383 -0.61552
H 0.07895 0.52019 0.64005

***

Stability verdict: c, ahead by 0.991 eV

***

## a
6
Properties=species:S:1:pos:R:3 method="wB97M-V/def2-TZVPD" homo_ev="-4.130 / -4.128" multiplicity=1 charge=-1 homo_lumo_gap_ha="0.2475 / 0.2474"
N 0.60974 -1.26289 -0.03958
O -1.60223 -0.58377 0.52963
S 0.25741 2.45284 1.02439
S -0.32318 -0.07516 0.01930
H 1.58870 -1.00783 0.02149
H -0.53043 0.47681 -1.55523

***

## b
6
Properties=species:S:1:pos:R:3 method="wB97M-V/def2-TZVPD" smiles="N=[S@@H]([O-])=S" homo_ev=-3.960 multiplicity=1 charge=-1 homo_lumo_gap_ha=0.2880
N -1.02291 -0.00015 -0.83907
O 0.52458 -1.71169 0.31598
S 1.52994 1.10454 0.06975
S 0.10862 -0.31965 0.16862
H -0.78703 1.01174 -1.20417
H -0.35319 -0.08479 1.48889

***

Stability verdict: b, ahead by 2.667 eV

***

## a
23
Properties=species:S:1:pos:R:3 method="wB97M-V/def2-TZVPD" smiles=CCN(C)CCCS homo_ev=-8.218 multiplicity=1 charge=0 homo_lumo_gap_ha=0.3356
C -0.51800 -1.18030 0.39647
C -1.94638 -1.32657 -0.21886
S -1.99765 -2.00579 -1.99651
C 0.24562 0.04339 -0.18816
N 0.99098 0.80764 0.81793
C 1.37761 2.15384 0.26900
C 1.69775 3.23826 1.35280
C 2.13137 0.08037 1.53529
H 0.08093 -2.10237 0.31090
H -0.60087 -1.07810 1.46164
H -2.53108 -2.05916 0.39530
H -2.44646 -0.37834 -0.16610
H -3.28086 -1.49402 -2.36411
H 1.07100 -0.51220 -0.81324
H -0.32520 0.69959 -0.80249
H 2.36556 2.16248 -0.53417
H 0.55841 2.57679 -0.33269
H 0.71338 3.91477 1.61558
H 2.17520 2.81431 2.28321
H 2.28727 4.03516 0.94546
H 1.72246 0.03958 2.57843
H 2.25323 -0.88504 1.26603
H 3.05480 0.65182 1.49559

***

## b
23
Properties=species:S:1:pos:R:3 method="wB97M-V/def2-TZVPD" homo_ev=-8.803 multiplicity=1 charge=0 homo_lumo_gap_ha=0.2787
C -2.13915 -0.13130 0.22154
C -1.93470 -1.03786 1.49564
S -3.27264 -2.23244 1.58620
C -0.97422 0.63958 -0.36835
N 0.23212 -0.23577 -0.77925
C 2.57242 -0.08885 -1.66637
C 1.45821 0.49520 -0.76466
C 2.02133 0.56591 0.68110
H -2.90492 0.58056 0.60707
H -2.62595 -0.85940 -0.51405
H -0.99263 -1.61200 1.50097
H -1.92260 -0.36074 2.37513
H -4.20725 -0.42612 1.97057
H -0.62152 1.45662 0.36902
H -1.24200 1.35464 -1.16435
H 0.02328 -0.73551 -1.62361
H 2.09056 -0.39673 -2.63887
H 3.06713 -1.03420 -1.21806
H 3.34095 0.65683 -1.95319
H 1.41606 1.57504 -1.08965
H 3.03487 0.79210 0.49861
H 1.61624 1.37779 1.24113
H 1.96441 -0.34335 1.23344

***

Stability verdict: a, ahead by 1.492 eV

***

## a
16
Properties=species:S:1:pos:R:3 method="wB97M-V/def2-TZVPD" smiles=CP(C)C.C#N homo_ev=-8.727 multiplicity=1 charge=0 homo_lumo_gap_ha=0.3543
C 1.31818 1.42471 2.28285
C -0.25651 1.24784 -0.50403
C -1.61948 -1.09298 -1.25706
C 0.82372 -1.25657 0.14322
N 2.25756 1.02988 1.80343
P 0.09029 -0.37440 -1.31549
H 0.35457 1.79737 2.58708
H -0.89908 1.34864 0.39897
H -0.51411 1.96173 -1.22781
H 0.81899 1.69565 -0.24792
H -2.25406 -0.34700 -1.63432
H -1.43784 -1.91806 -1.98371
H -1.92283 -1.34356 -0.22674
H 1.47759 -0.47178 0.64365
H 0.18866 -1.81918 0.89539
H 1.57434 -1.88230 -0.35751

***

## b
16
Properties=species:S:1:pos:R:3 method="wB97M-V/def2-TZVPD" homo_ev="-7.482 / -7.724" multiplicity=1 charge=0 homo_lumo_gap_ha="0.2657 / 0.2982"
C 0.63730 1.82886 -0.89817
C 0.95089 0.37608 -1.22415
C -2.35275 -1.57973 0.02265
C 0.82034 -0.56438 1.70378
N -0.04777 1.67914 0.38468
P -0.07206 0.03359 0.28378
H 1.63514 2.23867 -0.87148
H 0.15005 2.64595 -1.62423
H 0.40189 -0.04503 -2.04937
H 1.95580 0.18558 -1.35369
H -2.31122 -1.72455 -1.09460
H -1.85982 -2.27924 0.69908
H -3.00681 -0.76210 0.27923
H 1.91181 -0.33654 1.63948
H 0.49053 -0.05836 2.52773
H 0.69668 -1.63793 1.57529

***

Stability verdict: a, ahead by 3.243 eV